Here is 2 unconnected molecules or ions with the total composition C4H12 in a non-equilibrium geometry from OMol25. Energies are from wB97M-V/def2-TZVPD.

Each atom is followed by the atoms it is bonded to, with distances in Å.
Geometry (Å):
1 C -0.89 1.61 -0.23  C3 1.537, H5 1.092, H7 1.083, H9 1.154
2 C 1.74 -0.59 0.71  C4 1.478, H6 1.090, H11 1.127, H12 1.120
3 C -1.73 0.75 -1.20  C1 1.537, H8 1.087, H13 1.080, H16 1.106
4 C 0.88 -1.78 0.70  C2 1.478, H10 1.107, H14 1.088, H15 1.104
5 H -1.12 1.28 0.78  C1 1.092
6 H 2.64 -0.68 0.10  C2 1.090
7 H -1.02 2.67 -0.38  C1 1.083
8 H -2.49 1.42 -1.58  C3 1.087
9 H 0.24 1.40 -0.35  C1 1.154
10 H 0.65 -2.23 1.69  C4 1.107
11 H 1.15 0.36 0.53  C2 1.127
12 H 2.20 -0.30 1.69  C2 1.120
13 H -2.05 -0.12 -0.64  C3 1.080
14 H 1.21 -2.63 0.11  C4 1.088
15 H -0.12 -1.61 0.27  C4 1.104
16 H -1.10 0.39 -2.03  C3 1.106

Calculated values
LUMO (spin up / spin down) = -2.9 / -11.1 eV
net charge = +1
frontier orbital gap (spin up / spin down) = 0.5210 / 0.1859 Ha
total energy = -159.15307 hartree
energy relative to the best compared isomer or geometry (same formula, charge and spin) = 44.0 kJ/mol
M = 60.14 g/mol
multiplicity = 2
HOMO energy (spin up / spin down) = -17.07 / -16.19 eV
⟨S²⟩ = 0.75